<1>
Molecular formula: C3H6N2OS
Method: DFT, wB97M-V/def2-TZVPD

Last column: natural (NBO) charge in e.
Positions of all 13 atoms, in Å:
C -1.262 -0.735 0.101  0.49
C -0.787 -2.192 0.254  -0.64
C 0.510 2.286 -0.062  -0.49
N -2.511 -0.658 -0.141  -0.58
N -0.455 1.448 0.583  -0.08
O -0.333 0.210 0.204  -0.26
S -3.561 0.522 -0.035  0.23
H -0.591 -2.623 -0.687  0.23
H -1.446 -2.830 0.836  0.24
H 0.093 -2.058 0.727  0.21
H 0.145 3.175 -0.689  0.23
H 1.097 2.805 0.803  0.22
H 1.032 1.561 -0.637  0.20

Highest occupied orbital energy (spin up / spin down) = -7.640 / -7.763 eV
Total charge = 0
LUMO energy (spin up / spin down) = -1.93 / -1.94 eV
Orbital gap (spin up / spin down) = 5.7 / 5.8 eV

<2>
Molecular formula: C3H6N2OS
Method: DFT, wB97M-V/def2-TZVPD

Last column: natural (NBO) charge in e.
Positions of all 13 atoms, in Å:
C -0.274 -0.438 1.047  -0.10
C -1.336 0.691 0.821  -0.58
C 1.060 0.006 -1.572  0.25
H -0.517 -1.434 0.717  0.20
H -0.401 -0.636 2.135  0.17
H -2.400 0.690 1.192  0.25
H -0.911 1.668 1.347  0.22
H 1.915 -0.114 -2.288  0.17
H 2.176 -1.214 -0.555  0.38
N 0.195 1.017 -1.761  -0.55
N 1.137 -0.901 -0.588  -0.33
O 0.891 -0.079 0.536  -0.37
S -1.534 0.743 -1.032  0.29

Highest occupied orbital energy = -8.453 eV
Total charge = 0
LUMO energy = 0.52 eV
Orbital gap = 9.0 eV
SMILES = C1=NSCCON1

Verdict on stability: <1> comes out at the bottom.

<1>
Molecular formula: C6H10O4
Method: DFT, wB97M-V/def2-TZVPD

Last column: natural (NBO) charge in e.
Positions of all 20 atoms, in Å:
C -0.841 -0.407 1.256  0.07
C -1.297 -0.083 -0.256  -0.46
C -0.141 0.304 -1.189  0.08
C 1.359 -0.079 -0.947  0.06
C 1.376 -0.004 0.559  0.00
C 0.434 -1.070 1.077  0.08
H -2.109 -0.903 2.811  0.48
H -0.780 0.449 1.847  0.18
H -2.179 0.578 -0.355  0.23
H -1.915 -1.023 -0.434  0.25
H -0.420 0.066 -2.136  0.18
H -0.892 2.196 -1.050  0.47
H 1.379 -1.021 -1.374  0.20
H 2.378 1.636 -1.510  0.48
H 1.342 0.978 0.867  0.20
H 0.410 -1.939 0.321  0.15
O -2.015 -1.096 1.791  -0.75
O 0.069 1.764 -1.098  -0.75
O 2.254 0.679 -1.824  -0.71
O 1.587 -1.023 1.645  -0.43

Highest occupied orbital energy = -9.785 eV
Total charge = 0
LUMO energy = 0.59 eV
Orbital gap = 10.4 eV
SMILES = O[C@H]1[C@@H]2O[C@H]2[C@H](O)C[C@H]1O

<2>
Molecular formula: C6H10O4
Method: DFT, wB97M-V/def2-TZVPD

Last column: natural (NBO) charge in e.
Positions of all 20 atoms, in Å:
C 0.100 1.251 -0.102  -0.10
C 2.246 0.030 -0.357  0.80
C 3.380 -0.105 0.575  -0.72
C -1.080 -2.171 -0.146  -0.24
C -2.778 1.399 -0.182  -0.25
C -0.722 0.173 0.048  0.56
O 1.493 1.058 0.094  -0.54
O 1.963 -0.605 -1.328  -0.57
O -0.160 -1.067 0.080  -0.51
O -2.092 0.166 -0.051  -0.51
H -0.154 2.330 -0.109  0.21
H 2.929 -0.365 1.604  0.24
H 4.225 -0.786 0.444  0.24
H 3.676 0.904 0.780  0.24
H -0.524 -3.076 -0.445  0.20
H -1.732 -1.854 -0.894  0.19
H -1.645 -2.303 0.790  0.18
H -2.859 2.077 0.644  0.19
H -3.775 1.030 -0.383  0.20
H -2.491 1.915 -1.061  0.18

Highest occupied orbital energy = -8.082 eV
Total charge = 0
LUMO energy = 0.83 eV
Orbital gap = 8.9 eV
SMILES = COC(=COC(C)=O)OC

Verdict on stability: <1> comes out at the bottom.

<1>
Molecular formula: C11H15N
Method: DFT, wB97M-V/def2-TZVPD

Last column: natural (NBO) charge in e.
Positions of all 27 atoms, in Å:
C -1.190 0.478 2.738  -0.61
C -1.804 1.924 2.594  -0.62
H -0.461 0.453 3.636  0.20
H -1.912 -0.250 2.923  0.20
H -0.631 0.251 1.791  0.22
H -2.248 2.020 1.531  0.20
H -1.017 2.764 2.770  0.21
H -2.684 2.045 3.252  0.20
C -1.766 0.299 -2.258  -0.63
C 0.087 -0.011 -0.798  -0.12
C -1.099 -0.592 -1.353  -0.11
C 0.792 -1.037 -0.091  0.17
C -1.250 -1.863 -0.801  -0.04
C 0.781 1.210 -0.997  -0.16
C 2.102 -0.822 0.408  -0.27
C 2.064 1.422 -0.632  -0.27
C 2.632 0.368 0.119  -0.17
N -0.097 -2.140 0.006  -0.54
H 0.192 2.022 -1.523  0.20
H -2.893 0.305 -2.304  0.23
H -1.440 0.112 -3.416  0.22
H -2.052 -2.559 -1.000  0.22
H 0.045 -3.068 0.318  0.41
H 2.621 -1.618 0.990  0.22
H 2.642 2.341 -0.723  0.23
H 3.860 0.470 0.418  0.20
H -1.432 1.440 -2.275  0.23

Highest occupied orbital energy = -7.919 eV
Total charge = 0
LUMO energy = 0.92 eV
Orbital gap = 8.8 eV
SMILES = Cc1c[nH]c2ccccc12.CC

<2>
Molecular formula: C11H15N
Method: DFT, wB97M-V/def2-TZVPD

Last column: natural (NBO) charge in e.
Positions of all 27 atoms, in Å:
C 2.313 -0.655 1.000  -0.61
C 2.186 -1.177 2.410  -0.63
H 3.151 -0.017 0.811  0.20
H 2.604 -1.669 0.452  0.19
H 1.510 -0.149 0.488  0.22
H 1.639 -0.393 2.966  0.20
H 1.613 -2.109 2.524  0.21
H 3.051 -1.094 3.065  0.22
C -1.382 3.067 -0.324  -0.64
C -0.477 -0.325 -1.499  0.17
C -1.261 0.521 -0.612  -0.11
C -0.918 1.858 -1.063  -0.07
C -0.075 1.744 -2.116  -0.05
C -0.463 -1.751 -1.264  -0.24
C -1.157 -2.197 -0.136  -0.22
C -2.091 -0.083 0.319  -0.20
C -1.921 -1.394 0.679  -0.25
N 0.310 0.402 -2.321  -0.54
H 0.993 0.033 -2.939  0.42
H 0.037 -2.392 -1.977  0.21
H 0.468 2.419 -2.746  0.21
H -0.706 -3.114 0.202  0.21
H -2.809 0.467 0.939  0.21
H -1.918 2.765 0.595  0.22
H -1.867 3.783 -0.989  0.23
H -2.423 -1.932 1.463  0.22
H -0.408 3.392 0.072  0.22

Highest occupied orbital energy = -7.852 eV
Total charge = 0
LUMO energy = 0.91 eV
Orbital gap = 8.8 eV
SMILES = Cc1c[nH]c2ccccc12.CC

Verdict on stability: <1> comes out at the bottom.

<1>
Molecular formula: C11H15N
Method: DFT, wB97M-V/def2-TZVPD

Last column: natural (NBO) charge in e.
Positions of all 27 atoms, in Å:
C -1.353 3.851 -1.083  -0.61
C -0.401 2.692 -0.874  -0.61
H -1.408 4.595 -0.277  0.20
H -1.130 4.370 -2.006  0.20
H -2.376 3.501 -1.112  0.20
H 0.669 2.905 -0.866  0.20
H -0.506 2.016 -1.730  0.21
H -0.577 2.155 0.056  0.20
C 3.101 -0.856 0.591  -0.63
C 0.581 -1.544 0.287  -0.13
C 1.636 -0.801 0.894  -0.08
C -0.608 -1.186 0.962  0.21
C 1.065 0.073 1.784  -0.03
C 0.453 -2.409 -0.804  -0.18
C -0.780 -2.910 -1.135  -0.25
C -1.945 -2.513 -0.465  -0.21
C -1.872 -1.656 0.616  -0.26
N -0.287 -0.190 1.855  -0.55
H 1.347 -2.690 -1.335  0.21
H -0.872 -3.566 -1.993  0.21
H -2.948 -2.840 -0.703  0.21
H 3.338 -0.652 -0.457  0.21
H 3.406 -1.901 0.664  0.21
H 1.482 0.923 2.293  0.21
H -0.965 0.266 2.441  0.41
H -2.781 -1.303 1.094  0.21
H 3.733 -0.334 1.304  0.22

Highest occupied orbital energy = -7.772 eV
Total charge = 0
LUMO energy = 0.88 eV
Orbital gap = 8.7 eV
SMILES = Cc1c[nH]c2ccccc12.CC

<2>
Molecular formula: C11H15N
Method: DFT, wB97M-V/def2-TZVPD

Last column: natural (NBO) charge in e.
Positions of all 27 atoms, in Å:
C 2.544 2.893 -0.507  -0.63
C 0.596 -0.294 -0.721  0.14
C 0.950 1.045 -1.232  -0.07
C 2.016 1.477 -0.351  -0.07
C 2.345 0.493 0.477  -0.03
C -0.791 -0.555 -2.696  -0.21
C -0.360 -0.975 -1.436  -0.24
C -0.541 0.744 -3.083  -0.23
C 0.256 1.583 -2.301  -0.22
N 1.519 -0.609 0.300  -0.56
H -1.221 -1.235 -3.419  0.22
H -0.898 -1.776 -0.935  0.21
H -1.132 1.050 -3.938  0.21
H 0.391 2.641 -2.496  0.21
H 1.798 -1.578 0.317  0.41
H 3.154 0.548 1.180  0.21
H 1.699 3.563 -0.311  0.21
H 2.909 3.089 -1.497  0.22
H 3.244 3.098 0.308  0.22
C -2.135 -1.221 3.053  -0.62
C -2.513 -2.590 2.506  -0.63
H -2.931 -0.663 3.535  0.20
H -1.247 -1.147 3.683  0.21
H -1.892 -0.618 2.164  0.21
H -2.365 -3.452 3.199  0.20
H -3.591 -2.671 2.484  0.22
H -1.807 -2.840 1.718  0.21

Highest occupied orbital energy = -7.940 eV
Total charge = 0
LUMO energy = 0.91 eV
Orbital gap = 8.8 eV
SMILES = Cc1c[nH]c2ccccc12.CC

<3>
Molecular formula: C11H15N
Method: DFT, wB97M-V/def2-TZVPD

Last column: natural (NBO) charge in e.
Positions of all 27 atoms, in Å:
C 2.681 1.907 -1.007  -0.62
C 1.044 -1.079 0.521  0.22
C 0.888 0.135 -0.279  -0.10
C 2.182 0.734 -0.264  -0.11
C 3.032 -0.068 0.425  -0.02
C -1.139 -1.830 -0.024  -0.22
C 0.008 -1.985 0.713  -0.27
C -1.259 -0.715 -0.847  -0.23
C -0.331 0.301 -0.937  -0.20
N 2.343 -1.141 0.976  -0.55
H -1.988 -2.492 0.084  0.22
H 0.163 -2.787 1.429  0.21
H -2.167 -0.550 -1.419  0.21
H -0.602 1.146 -1.557  0.21
H 2.684 -1.855 1.608  0.41
H 4.069 -0.019 0.718  0.21
H 2.395 2.862 -0.553  0.21
H 2.402 1.946 -2.063  0.21
H 3.773 1.853 -1.062  0.21
C -3.816 1.919 -0.052  -0.62
C -3.926 0.622 0.746  -0.62
H -4.095 2.810 0.521  0.20
H -2.806 2.150 -0.382  0.21
H -4.582 1.859 -0.825  0.21
H -4.317 -0.185 0.134  0.20
H -4.692 0.664 1.538  0.20
H -3.041 0.274 1.272  0.22

Highest occupied orbital energy = -7.849 eV
Total charge = 0
LUMO energy = 0.95 eV
Orbital gap = 8.8 eV
SMILES = Cc1c[nH]c2ccccc12.CC

Verdict on stability: <2> comes out at the bottom.